Entry 1:
Molecular formula: C22H39NO2
Method: DFT, ωB97M-V/def2-TZVPD

SMILES: C[C@]12CCCC[C@@H]1CC[C@H]1[C@H]3CC[C@@](O)(CNCCO)[C@@]3(C)CC[C@@H]12
Energy above the lowest of the compared OMol25 structures with the same formula, charge and spin in kcal per mole: 3.2
Orbital gap in eV: 9.485

Cartesian coordinates (Å):
1 C -3.504 -0.704 -1.470
2 C -3.067 -0.366 -0.040
3 C -3.608 -1.443 0.920
4 C -5.132 -1.440 1.020
5 C -5.647 -0.078 1.469
6 C -5.147 1.015 0.532
7 C -3.620 0.993 0.446
8 C -3.084 2.147 -0.396
9 C -1.568 2.211 -0.265
10 C -0.924 0.890 -0.688
11 C 0.603 0.973 -0.547
12 C 1.116 1.340 0.857
13 C 2.499 0.683 0.997
14 C 2.780 -0.024 -0.340
15 O 3.472 0.852 -1.218
16 C 3.684 -1.257 -0.172
17 N 4.768 -1.001 0.764
18 C 5.891 -0.283 0.190
19 C 6.911 0.052 1.278
20 O 8.007 0.784 0.784
21 C 1.352 -0.330 -0.903
22 C 1.398 -0.592 -2.407
23 C 0.688 -1.507 -0.178
24 C -0.819 -1.573 -0.419
25 C -1.519 -0.304 0.071
26 H -3.310 -1.753 -1.680
27 H -4.566 -0.529 -1.608
28 H -2.973 -0.107 -2.205
29 H -3.283 -2.432 0.594
30 H -3.193 -1.269 1.917
31 H -5.569 -1.696 0.054
32 H -5.445 -2.206 1.734
33 H -6.739 -0.080 1.496
34 H -5.289 0.126 2.482
35 H -5.589 0.888 -0.457
36 H -5.465 1.992 0.905
37 H -3.244 1.136 1.467
38 H -3.370 2.020 -1.440
39 H -3.520 3.087 -0.047
40 H -1.315 2.426 0.775
41 H -1.170 3.023 -0.878
42 H -1.131 0.749 -1.754
43 H 0.928 1.753 -1.249
44 H 1.174 2.421 0.980
45 H 0.441 0.960 1.622
46 H 3.284 1.411 1.195
47 H 2.525 -0.042 1.808
48 H 2.992 1.687 -1.243
49 H 4.053 -1.539 -1.170
50 H 3.096 -2.078 0.232
51 H 5.102 -1.883 1.140
52 H 6.391 -0.850 -0.615
53 H 5.504 0.639 -0.249
54 H 6.407 0.598 2.087
55 H 7.336 -0.864 1.697
56 H 7.671 1.570 0.339
57 H 1.852 -1.561 -2.604
58 H 0.400 -0.587 -2.836
59 H 1.993 0.166 -2.910
60 H 0.865 -1.425 0.895
61 H 1.129 -2.444 -0.523
62 H -1.010 -1.716 -1.482
63 H -1.207 -2.445 0.110
64 H -1.288 -0.185 1.135

Entry 2:
Molecular formula: C18H35F9N2O4P
Method: DFT, ωB97M-V/def2-TZVPD

Orbital gap in eV: 9.548
Charge: +1

Cartesian coordinates (Å):
1 C -2.909 0.306 -0.351
2 O -1.870 -0.160 0.532
3 C -0.942 0.783 0.934
4 P 0.530 0.464 -0.127
5 N -0.015 0.264 -1.672
6 C 1.411 -1.010 0.373
7 C 1.236 -1.443 1.837
8 C 1.805 -0.496 2.898
9 C 3.310 -0.259 2.784
10 N 4.071 -1.518 2.886
11 C 4.826 -1.802 1.720
12 C 6.065 -0.973 1.564
13 O 4.483 -2.659 0.949
14 C 1.567 2.032 -0.121
15 F 2.023 2.282 1.122
16 F 0.687 2.999 -0.442
17 C 2.756 2.057 -1.142
18 F 2.385 2.746 -2.216
19 F 2.975 0.777 -1.529
20 C 4.136 2.589 -0.637
21 F 4.935 2.560 -1.699
22 F 4.593 1.716 0.276
23 C 4.144 4.034 -0.026
24 F 3.022 4.670 -0.404
25 F 4.172 3.982 1.301
26 F 5.196 4.709 -0.466
27 H -2.626 1.252 -0.823
28 H -3.053 -0.434 -1.137
29 H -3.829 0.413 0.225
30 H -0.661 0.623 1.979
31 H -1.253 1.829 0.817
32 H -0.189 1.119 -2.195
33 H 0.578 -0.348 -2.225
34 H 0.997 -1.786 -0.285
35 H 2.467 -0.909 0.105
36 H 0.179 -1.643 2.040
37 H 1.744 -2.409 1.897
38 H 1.566 -0.914 3.881
39 H 1.320 0.488 2.865
40 H 3.517 0.208 1.813
41 H 3.635 0.455 3.547
42 H 3.458 -2.313 3.034
43 H 6.772 -1.263 2.346
44 H 5.847 0.088 1.714
45 H 6.507 -1.138 0.582
46 C -5.171 -3.337 2.309
47 C -4.400 -2.029 2.257
48 C -4.025 -1.526 3.641
49 O -5.130 -1.034 1.534
50 H -6.104 -3.203 2.863
51 H -5.417 -3.677 1.304
52 H -4.593 -4.114 2.809
53 H -3.491 -2.167 1.667
54 H -4.925 -1.340 4.234
55 H -3.467 -0.591 3.572
56 H -3.419 -2.259 4.175
57 H -5.961 -0.875 1.997
58 C -2.109 1.343 -4.893
59 C -2.767 -0.018 -4.721
60 C -3.560 -0.424 -5.949
61 O -3.583 -0.046 -3.548
62 H -2.868 2.113 -5.052
63 H -1.543 1.618 -4.000
64 H -1.436 1.353 -5.750
65 H -1.999 -0.771 -4.525
66 H -4.360 0.298 -6.137
67 H -4.012 -1.404 -5.805
68 H -2.925 -0.460 -6.835
69 H -4.301 0.586 -3.675

Entry 3:
Molecular formula: C2H6O3S
Method: DFT, ωB97M-V/def2-TZVPD

SMILES: O=C(O)CS.O
Energy above the lowest of the compared OMol25 structures with the same formula, charge and spin in kcal per mole: 3.3
Orbital gap in eV: 9.429

Cartesian coordinates (Å):
1 O 0.993 -0.812 -2.116
2 C 0.237 -0.123 -1.418
3 O 0.501 1.027 -0.819
4 C -1.182 -0.574 -1.135
5 S -1.540 -0.789 0.672
6 H 1.401 1.420 -0.988
7 H -1.867 0.194 -1.542
8 H -1.456 -1.545 -1.592
9 H -0.791 0.303 0.933
10 O 1.390 -0.066 2.610
11 H 1.595 0.761 2.118
12 H 0.721 0.202 3.279

Entry 4:
Molecular formula: C13H46N14O13
Method: DFT, ωB97M-V/def2-TZVPD

SMILES: NC(N)=O.NC(N)=O.NC(N)=O.NC(N)=O.NC(N)=O.NC(N)=O.NC(N)=O.OCCO.OCCO.OCCO
Energy above the lowest of the compared OMol25 structures with the same formula, charge and spin in kcal per mole: 180.2
Orbital gap in eV: 8.641

Cartesian coordinates (Å):
1 N -4.603 1.749 -4.111
2 C -3.447 2.012 -3.587
3 N -3.241 0.997 -2.870
4 O -2.745 2.988 -3.835
5 H -5.132 1.010 -3.671
6 H -5.192 2.521 -4.387
7 H -2.526 1.105 -2.164
8 H -3.984 0.316 -2.806
9 N -3.688 -3.484 -0.380
10 C -3.386 -2.510 -1.073
11 N -3.680 -1.296 -0.613
12 O -2.794 -2.564 -2.147
13 H -4.471 -3.359 0.245
14 H -3.343 -4.337 -0.796
15 H -4.072 -1.048 0.285
16 H -3.296 -0.564 -1.192
17 N 0.687 -0.817 -5.241
18 C 0.951 0.060 -6.161
19 N 1.804 -0.484 -7.052
20 O 0.617 1.216 -6.062
21 H 0.118 -0.512 -4.464
22 H 1.145 -1.705 -5.382
23 H 2.106 -1.438 -7.190
24 H 2.114 0.318 -7.581
25 N -2.885 0.051 3.128
26 C -2.938 1.007 2.144
27 N -4.095 1.105 1.576
28 O -1.952 1.622 1.879
29 H -2.042 -0.341 3.523
30 H -3.778 -0.415 3.208
31 H -3.991 2.025 1.171
32 H -4.921 0.867 2.106
33 N 0.195 3.752 1.999
34 C 0.589 3.565 3.241
35 N -0.173 2.781 3.972
36 O 1.651 4.045 3.565
37 H 0.799 4.221 1.339
38 H -0.637 3.212 1.805
39 H -0.841 2.083 3.677
40 H 0.008 2.902 4.959
41 N 0.637 2.956 -3.535
42 C 1.150 3.965 -2.947
43 N 0.168 4.571 -2.322
44 O 2.318 4.269 -2.883
45 H -0.369 3.039 -3.554
46 H 1.134 2.197 -3.979
47 H -0.728 4.146 -2.136
48 H 0.607 5.395 -1.935
49 N 0.148 -2.684 2.701
50 C 0.158 -2.178 3.929
51 N 0.814 -2.923 4.758
52 O -0.523 -1.167 4.205
53 H 0.959 -3.273 2.576
54 H -0.337 -2.337 1.886
55 H 1.247 -3.754 4.382
56 H 1.098 -2.806 5.721
57 O 2.570 0.569 1.388
58 C 3.254 0.058 2.413
59 C 3.149 1.021 3.584
60 O 3.746 2.364 3.540
61 H 3.126 1.349 1.331
62 H 2.597 -0.796 2.582
63 H 4.172 -0.216 1.895
64 H 3.618 0.339 4.293
65 H 2.130 1.050 3.971
66 H 3.010 2.981 3.535
67 O -1.265 1.184 -0.767
68 C 0.094 0.719 -1.132
69 C 0.240 -0.773 -0.771
70 O 0.498 -0.838 0.608
71 H -1.553 1.172 0.149
72 H 0.040 0.791 -2.218
73 H 0.897 1.363 -0.775
74 H 1.097 -1.220 -1.276
75 H -0.681 -1.283 -1.050
76 H 1.202 -0.270 0.932
77 O 3.441 -3.473 2.596
78 C 3.695 -3.382 1.138
79 C 3.533 -4.762 0.413
80 O 2.158 -5.169 0.416
81 H 4.173 -3.048 3.048
82 H 2.992 -2.656 0.730
83 H 4.576 -2.791 0.888
84 H 3.829 -5.589 1.059
85 H 4.078 -4.697 -0.529
86 H 2.174 -6.070 0.085

Entry 5:
Molecular formula: C35H31Cl3N5O2SW
Method: DFT, ωB97M-V/def2-TZVPD

Orbital gap (alpha / beta) in eV: 6.642 / 6.642
Charge: +3

Cartesian coordinates (Å):
1 W 0.254 0.136 0.497
2 C 1.810 -3.281 1.078
3 C 0.596 -2.429 1.242
4 C 0.496 -1.517 2.307
5 C -0.717 -0.837 2.575
6 C -0.898 -0.051 3.844
7 C -1.770 -0.971 1.645
8 C -1.682 -1.812 0.541
9 C -2.829 -2.007 -0.405
10 C -0.488 -2.545 0.377
11 H 2.720 -2.694 1.184
12 H 1.818 -3.803 0.122
13 H 1.817 -4.033 1.870
14 H 1.288 -1.488 3.042
15 H -1.716 0.662 3.761
16 H 0.012 0.475 4.129
17 H -1.146 -0.741 4.654
18 H -2.691 -0.433 1.830
19 H -2.785 -1.303 -1.235
20 H -3.784 -1.878 0.101
21 H -2.790 -3.001 -0.850
22 H -0.442 -3.257 -0.444
23 Cl 4.939 2.711 -4.561
24 C 3.723 2.333 -3.419
25 C 2.574 3.130 -3.354
26 C 1.573 2.861 -2.439
27 Cl 0.168 3.848 -2.353
28 C 1.693 1.774 -1.573
29 O 0.717 1.550 -0.684
30 C 2.845 0.974 -1.641
31 C 3.002 -0.131 -0.772
32 O 2.140 -0.528 0.047
33 C 3.867 1.265 -2.566
34 H 2.472 3.972 -4.027
35 H 3.932 -0.704 -0.808
36 H 4.757 0.649 -2.607
37 Cl -4.837 2.400 -1.183
38 C -3.563 2.490 -0.045
39 C -3.536 3.463 0.947
40 C -2.483 3.444 1.845
41 C -1.494 2.488 1.715
42 N -1.501 1.565 0.739
43 C -2.541 1.565 -0.109
44 H -4.325 4.202 1.015
45 H -2.428 4.167 2.647
46 H -0.672 2.449 2.414
47 H -2.581 0.780 -0.840
48 S 3.294 2.295 3.376
49 C 2.518 3.445 2.384
50 C 1.581 2.847 1.616
51 N 1.476 1.477 1.797
52 C 2.365 1.072 2.692
53 H 2.775 4.492 2.419
54 H 0.955 3.344 0.892
55 H 2.513 0.042 2.958
56 C -0.956 -0.311 -3.864
57 C -0.812 0.095 -2.555
58 N -0.092 -0.603 -1.654
59 C 0.601 -1.656 -2.117
60 C 0.543 -2.120 -3.419
61 C -0.294 -1.448 -4.302
62 C 1.445 -3.216 -3.855
63 C 1.168 -4.514 -3.864
64 C -0.078 -5.151 -3.394
65 C -0.504 -6.330 -3.986
66 C -1.687 -6.885 -3.523
67 N -2.380 -6.328 -2.534
68 C -1.878 -5.216 -2.025
69 N -0.767 -4.579 -2.392
70 H -1.568 0.276 -4.535
71 H -1.246 1.024 -2.221
72 H 1.245 -2.167 -1.421
73 H -0.385 -1.783 -5.327
74 H 2.413 -2.891 -4.223
75 H 1.913 -5.189 -4.268
76 H 0.064 -6.795 -4.779
77 H -2.091 -7.795 -3.950
78 H -2.434 -4.794 -1.194

Entry 6:
Molecular formula: C9H14
Method: DFT, ωB97M-V/def2-TZVPD

Energy above the lowest of the compared OMol25 structures with the same formula, charge and spin in kcal per mole: 102.0
Orbital gap in eV: 8.897

Cartesian coordinates (Å):
1 C -0.732 1.395 -1.761
2 C -0.677 0.153 -2.674
3 C 0.163 1.020 0.702
4 C -0.083 0.652 -0.697
5 C 0.107 -0.441 -1.436
6 C 0.051 0.137 1.623
7 C 1.391 -1.194 -1.137
8 C 0.317 0.278 3.163
9 C -0.773 -1.097 1.191
10 H -0.099 2.204 -2.166
11 H -1.640 1.762 -1.601
12 H -1.616 -0.220 -3.184
13 H -0.039 0.489 -3.582
14 H 0.534 1.980 0.930
15 H 1.508 -1.197 0.044
16 H 2.029 -0.418 -1.685
17 H 1.590 -2.186 -1.606
18 H 1.143 -0.286 3.499
19 H -0.638 -0.037 3.715
20 H 0.454 1.380 3.247
21 H -1.779 -0.800 0.947
22 H -0.825 -1.784 2.107
23 H -0.389 -1.788 0.360